Formula: C37H40BBr3CaCl3F7LiNO19P2
Source: OMol25
Level of theory: ωB97M-V with the def2-TZVPD basis set

As for the energy: -384021.81558 eV. The LUMO energy comes out at -6.67 eV. As for the frontier orbital gap: 1.14 eV. For the HOMO energy, the calculation gives -7.813 eV.

Last column: Löwdin charge in e.
Positions of all 115 atoms, in Å:
C 1.88 7.42 -0.53  -0.05
C 1.59 6.12 0.24  -0.26
O 2.75 5.26 0.18  -0.17
P 2.97 4.22 1.36  0.50
O 4.39 3.79 1.28  -0.31
C 2.64 4.94 3.02  -0.19
C 3.74 4.67 4.03  -0.17
C 3.37 5.11 5.43  -0.14
C 4.28 5.46 6.32  0.06
C 3.85 5.84 7.71  -0.37
O 4.53 5.58 8.68  0.11
C 2.52 6.52 7.79  0.02
C 1.59 6.20 6.89  0.03
C 1.95 5.13 5.90  -0.33
O 1.11 4.32 5.57  0.12
O 2.17 2.88 1.26  -0.20
C 0.88 2.73 0.62  -0.24
C 0.37 1.38 1.09  -0.06
H 1.24 7.49 -1.40  0.08
H 1.64 8.28 0.09  0.07
H 2.93 7.41 -0.81  0.08
H 1.28 6.39 1.25  0.10
H 0.74 5.63 -0.24  0.11
H 2.52 6.02 2.91  0.10
H 1.67 4.59 3.36  0.09
H 4.70 5.08 3.73  0.12
H 3.87 3.58 4.07  0.11
H 5.34 5.46 6.09  0.13
H 2.33 7.26 8.56  0.13
H 0.60 6.62 6.88  0.13
H 0.15 3.49 0.88  0.11
H 1.04 2.70 -0.45  0.12
H 0.54 0.60 0.36  0.05
H -0.71 1.46 1.26  0.07
H 0.85 1.19 2.05  0.08
C 6.30 0.97 0.23  -0.01
C 7.10 1.20 1.50  -0.28
C 7.85 -0.05 2.00  -0.20
O 6.92 -0.98 2.61  -0.51
C 6.46 -2.07 1.75  0.03
N 6.12 1.61 2.59  0.15
H 5.43 0.33 0.40  0.08
H 5.94 1.91 -0.17  0.10
H 6.92 0.50 -0.53  0.07
H 7.79 2.03 1.37  0.17
H 8.55 0.25 2.81  0.08
H 8.44 -0.52 1.22  0.12
H 7.19 -2.31 0.99  0.11
H 5.51 -1.80 1.29  0.10
H 6.29 -2.94 2.38  0.11
H 5.41 2.28 2.29  0.12
H 6.61 2.00 3.42  0.07
H 5.64 0.75 2.92  0.08
C -6.41 -0.57 0.69  -0.02
C -5.24 0.01 1.22  -0.02
C -4.01 -0.56 1.00  0.02
C -3.92 -1.73 0.25  -0.05
C -5.09 -2.34 -0.27  -0.08
C -6.32 -1.75 -0.06  -0.01
C -5.01 -3.61 -1.03  -0.35
O -6.02 -4.12 -1.49  0.07
C -3.68 -4.23 -1.24  -0.13
C -3.59 -5.45 -1.91  0.00
C -2.35 -6.03 -2.13  -0.03
C -1.20 -5.40 -1.68  -0.01
C -1.27 -4.18 -1.01  0.03
C -2.51 -3.60 -0.78  -0.07
C -2.58 -2.32 -0.02  -0.28
O -1.58 -1.78 0.37  0.15
H -7.37 -0.11 0.86  0.11
H -5.32 0.92 1.81  0.12
H -3.11 -0.11 1.40  0.12
H -7.21 -2.20 -0.47  0.03
H -4.49 -5.94 -2.26  0.13
H -2.29 -6.98 -2.64  0.12
H -0.23 -5.85 -1.86  0.13
H -0.36 -3.70 -0.67  0.11
C -9.69 -2.97 -2.48  -1.60
Br -9.47 -4.18 -1.00  0.61
Br -11.45 -3.02 -3.21  0.70
Br -9.16 -1.17 -2.01  0.63
H -9.03 -3.30 -3.27  -0.05
C 2.60 -1.08 -1.10  -0.79
O 2.36 0.13 -0.84  -0.03
O 3.96 -1.31 -1.36  0.02
O 1.84 -2.03 -1.15  0.08
H 4.26 -0.40 -1.25  0.05
Ca 6.97 -0.10 4.51  1.34
C 9.75 0.63 -2.71  -1.56
Cl 9.44 -0.74 -1.63  0.51
Cl 11.21 0.35 -3.65  0.56
Cl 8.37 0.91 -3.76  0.55
H 9.91 1.52 -2.10  0.01
B -9.44 -3.31 -8.31  -0.86
O -8.59 -4.51 -8.18  0.23
C -8.67 -4.95 -6.94  -0.40
O -8.10 -5.91 -6.49  0.14
C -9.60 -4.03 -6.16  -0.38
O -9.89 -4.13 -4.99  -0.04
O -10.04 -3.09 -6.97  0.24
O -8.65 -2.14 -8.73  0.22
C -9.15 -1.68 -9.88  -0.39
O -8.73 -0.74 -10.49  0.15
C -10.34 -2.55 -10.26  -0.39
O -11.02 -2.42 -11.23  0.16
O -10.49 -3.49 -9.33  0.23
F 2.19 -6.61 1.69  -0.22
P 0.79 -5.97 2.27  0.36
F -0.64 -6.32 3.02  -0.22
F 0.92 -4.91 1.02  -0.21
F 1.48 -6.51 3.67  -0.22
F 0.04 -6.97 1.17  -0.22
F 0.69 -4.51 3.06  -0.23
F -6.67 1.68 -0.19  -0.40
Li -4.51 -2.48 -3.33  0.89